# C3H12N2

A cluster of 2 separate species, C3H12N2 in total at a distorted geometry (the ωB97M-V functional and the def2-TZVPD basis, OMol25).

* charge: +3
* multiplicity: 2
* relative energy (zero: lowest compared OMol25 entry of this formula, charge and spin): 102.8 kJ/mol
* orbital gap (spin up / spin down): 11.25 / 7.56 eV

Last column: Mulliken spin population.
Atoms and positions in Å:
C1 -0.2965 -0.9757 0.0381  -0.04
H1 -1.3477 -1.1710 0.2914  0.02
H2 -1.3016 -3.1464 -1.4392  -0.01
C2 -0.1086 1.0659 1.0732  0.05
H3 0.2723 -3.0454 -1.7598  -0.01
H4 -0.4914 0.7897 -1.0771  0.01
H5 -0.9130 -1.7903 -2.4395  0.00
H6 1.2650 0.2262 -0.6198  0.00
N1 0.7639 2.2979 1.0881  0.00
N2 -0.5738 -2.4369 -1.7033  0.94
C3 0.2072 0.3179 -0.3761  0.03
H7 1.7007 2.0731 1.4498  0.00
H8 0.4575 3.1248 1.6297  0.00
H9 0.1519 0.4106 1.9080  0.00
H10 -1.1459 1.3312 1.2827  0.00
H11 0.3947 -1.6740 0.5306  0.01
H12 0.9653 2.6024 0.1232  0.00


# C21H27N4O10S3Sc

A structure of composition C21H27N4O10S3Sc (the ωB97M-V functional and the def2-TZVPD basis, OMol25).

* charge: 0
* multiplicity: 1
* relative energy (zero: lowest compared OMol25 entry of this formula, charge and spin): 53.8 kJ/mol
* orbital gap: 8.66 eV

Last column: natural (NBO) charge in e.
Atoms and positions in Å:
H1 0.4100 3.8515 1.2492  0.25
O1 1.7721 -1.6071 -1.2599  -1.02
H2 -3.8537 -0.1901 6.7722  0.22
C1 -0.6281 -1.2682 -3.8212  -0.33
C2 -2.9318 0.5710 4.2168  -0.20
C3 -0.7607 1.0334 3.3410  -0.23
H3 2.8007 -0.9758 0.7246  0.50
N1 1.1572 1.1609 -1.7912  -0.54
C4 -2.3663 -0.2225 5.2224  0.02
H4 2.9513 0.1719 -1.6931  0.23
H5 3.1615 -0.3067 2.8813  0.17
C5 -0.1784 0.2487 4.3215  -0.19
H6 -1.2958 1.6473 -1.5498  0.42
O2 -2.7032 -2.1505 -2.4678  -0.95
H7 0.0595 -0.5360 -7.0679  0.22
O3 0.3490 -2.7765 3.3836  -0.66
S1 0.3197 1.6684 2.1023  1.32
C6 -2.1429 1.1935 3.2742  -0.22
H8 2.8590 3.5415 -4.3184  0.22
C7 -0.7630 -0.7537 -5.1032  -0.13
H9 -2.5932 1.7778 2.4798  0.22
H10 -2.5802 -1.0098 0.9446  0.38
O4 1.7610 -3.8804 -2.1818  -0.91
C8 1.0839 3.0806 -3.2343  -0.30
O5 -1.4355 -0.3232 -1.5080  -1.06
N2 -1.4360 -2.1560 2.1176  -0.52
C9 0.5278 -2.0115 -3.5218  -0.33
H11 3.6329 1.2706 2.2188  0.17
H12 -2.0104 -2.3680 0.1881  0.41
H13 4.6603 -0.1433 1.9340  0.17
N3 -0.7976 2.4589 -1.8906  -0.80
O6 -2.7996 0.1229 -3.4164  -0.97
C10 -0.0633 -2.1850 2.4067  0.89
O7 0.6441 -1.4765 1.5759  -0.84
C11 1.3369 -1.6840 -5.7810  -0.20
H14 -1.3428 2.9966 -2.5453  0.38
H15 2.1028 -1.8579 -6.5254  0.22
H16 0.5045 3.8980 -3.6435  0.21
S2 -2.0471 -0.9066 -2.7538  2.44
C12 2.4431 1.0036 -2.1514  0.08
C13 0.2045 -0.9526 -6.0799  -0.21
C14 -0.9888 -0.3747 5.2619  -0.19
H17 4.1346 1.6328 -3.2879  0.22
Sc1 0.1375 -0.6640 -0.2108  1.71
C15 -0.1528 3.3878 2.0573  -0.81
O8 2.8949 -0.0200 0.8349  -0.72
N4 -1.7903 -1.6369 0.8607  -0.66
H18 -3.9415 -1.5963 5.7189  0.23
H19 -1.9662 -2.9350 2.4736  0.39
C16 3.1007 1.8243 -3.0397  -0.31
O9 -0.2501 1.1608 0.7844  -0.99
H20 2.3665 -2.7914 -4.2656  0.24
O10 -0.2183 -2.8056 -1.1226  -0.97
H21 0.8917 0.0813 4.3208  0.24
C17 0.4865 2.2091 -2.3048  0.42
C18 2.3903 2.8805 -3.5996  -0.14
H22 -0.5379 -1.0177 6.0066  0.23
H23 0.1157 3.8369 3.0142  0.24
C19 3.6270 0.1982 2.0296  -0.24
H24 -1.6498 -0.1825 -5.3370  0.24
C20 1.4874 -2.2069 -4.5040  -0.17
C21 -3.2524 -0.9135 6.2188  -0.63
H25 -2.6678 -1.4881 6.9350  0.22
H26 -4.0093 0.6829 4.1732  0.22
S3 1.0010 -2.7009 -1.9376  2.43
H27 -1.2207 3.4835 1.8706  0.24


# C4H9N2O

A cluster of 2 separate species, C4H9N2O in total at a distorted geometry (the ωB97M-V functional and the def2-TZVPD basis, OMol25).

* charge: +1
* multiplicity: 1
* relative energy (zero: lowest compared OMol25 entry of this formula, charge and spin): 363.6 kJ/mol
* orbital gap: 10.81 eV

Last column: natural (NBO) charge in e.
Atoms and positions in Å:
H1 -0.8164 -2.3178 0.1494  0.22
H2 -0.2336 0.3112 -1.2627  0.48
H3 -2.9420 2.2110 -1.9148  0.14
H4 0.7134 -2.5685 -0.7861  0.23
H5 2.8050 1.5185 1.9983  0.24
N1 0.1214 -0.5202 -0.7323  -0.62
H6 -0.8681 -2.1948 -1.6687  0.25
H7 -3.0578 0.6600 -1.0711  0.13
H8 1.3633 1.2437 3.0946  0.25
O1 -1.2686 1.2740 -1.6134  -0.54
H9 2.5562 -0.0606 2.6590  0.25
C1 -2.4637 1.3477 -1.6048  0.36
C2 2.0776 0.8074 2.2328  -0.44
C3 0.8355 -0.1592 0.2683  0.74
N2 1.4532 0.4163 1.0187  -0.27
C4 -0.2755 -1.9685 -0.7673  -0.43